Entry 1:
38
Properties=species:S:1:pos:R:3:mulliken_charge:R:1 method="wB97M-V/def2-TZVPD" homo_ev="-11.28 / -11.28" lumo_ev="-2.6 / -2.6" charge=+1 gap_ev="8.7011 / 8.7021"
N 0.580 0.012 -0.639 -0.567
N -0.284 0.415 2.041 0.191
N 0.674 -0.701 -1.602 0.680
N -0.481 1.687 -1.352 -0.036
C 0.913 0.339 2.897 -0.831
C -0.685 -2.607 2.638 -1.445
C -0.703 -0.525 1.259 -0.008
C 1.956 -0.600 -2.411 -0.928
C -0.107 -1.865 -1.894 -1.044
C -1.120 1.371 -2.622 -0.902
C -1.058 1.627 2.139 -1.015
C -0.138 -1.874 1.360 -0.243
C 0.624 2.612 -1.487 -0.827
H -0.387 -2.530 0.437 -0.023
H -1.686 -0.342 0.862 0.441
H -1.540 -3.239 2.318 0.351
H -1.082 2.008 -0.674 0.115
H 1.211 1.362 3.009 0.363
H 0.178 -2.755 -1.217 0.347
H -1.952 2.227 -2.759 0.290
H 0.028 -3.262 2.906 0.484
H -1.764 0.492 -2.654 0.281
H 0.226 3.712 -1.640 0.323
H 1.670 -0.198 2.274 0.381
H 1.173 2.716 -0.527 0.216
H 2.358 0.487 -2.199 0.275
H 0.103 -2.111 -2.920 0.340
H -1.190 -1.651 -1.775 0.388
H 1.960 -0.750 -3.481 0.250
H 2.478 -1.352 -1.913 0.449
H -1.868 1.704 1.417 0.357
H 0.943 -1.888 1.420 0.427
H 1.152 2.272 -2.443 0.298
H -0.334 1.302 -3.321 0.366
H 0.757 -0.220 3.835 0.239
H -0.854 -2.020 3.573 0.317
H -1.509 1.774 3.070 0.378
H -0.239 2.372 2.077 0.322



Entry 2:
118
Properties=species:S:1:pos:R:3:mulliken_charge:R:1 method="wB97M-V/def2-TZVPD" homo_ev=-7.22 lumo_ev=-0.6 smiles="C=CCc1cc(C=C)cc2c1C(=O)c1c(N)cc(B(C)O)c(CCC(F)(F)C(F)(F)C(F)(F)C(F)(F)C(F)(F)C(F)(F)C(F)(F)C(F)(F)F)c1C2=O.O=S1(=O)CCCC1.O=S1(=O)CCCC1.O=S1(=O)CCCC1" gap_ev=6.5933
S -0.268 -5.185 4.691 1.307
S -3.334 6.191 -1.844 1.139
S -7.703 4.312 -0.496 1.205
F -0.789 -4.361 -2.892 -0.289
F -3.247 -0.667 -2.278 -0.183
F -2.001 -3.755 0.686 -0.145
F 1.441 -3.042 -3.952 -0.325
F 0.414 -2.419 -0.158 -0.134
F 3.245 -4.220 -3.448 -0.367
F -4.617 -2.045 0.529 -0.285
F -4.583 0.829 -1.243 -0.195
F -2.844 -3.263 -1.273 -0.324
F -0.511 -5.349 -0.971 -0.280
F -1.519 -0.388 -0.089 -0.227
F 1.585 -5.732 -2.468 -0.343
F -0.625 -2.007 -2.146 -0.312
F 2.133 -4.556 -0.704 -0.244
F -4.023 0.001 1.009 -0.282
F -5.306 -1.153 -1.730 -0.298
F -2.109 -1.563 1.666 -0.310
O -0.783 -3.952 5.235 -0.719
O 1.112 -5.574 4.843 -0.667
O -7.504 3.779 0.827 -0.723
O 5.284 3.175 0.968 -0.540
O 4.904 -0.104 -5.903 -0.657
O -6.738 4.113 -1.556 -0.697
O -4.127 7.125 -1.077 -0.679
O -2.272 6.627 -2.719 -0.678
O 2.187 0.009 -0.398 -0.543
N 7.324 3.025 -1.200 -0.615
C 2.749 -2.169 -2.184 -0.898
C -0.088 -4.253 -1.711 0.317
C -4.179 -0.466 -1.325 0.671
C -9.518 6.226 -0.854 -0.692
C -8.078 6.059 -0.360 -0.575
C -4.426 5.122 -2.763 -0.110
C 2.511 -3.062 4.204 -0.554
C 5.480 3.007 4.412 -0.179
C 5.392 1.471 -0.785 0.126
C 5.633 0.309 -3.424 -0.370
C 5.010 -0.301 3.889 -1.290
C 4.472 0.417 -1.252 0.850
C 7.317 -0.845 -5.346 -0.996
C -3.832 3.731 -2.589 -0.817
C -1.306 -6.548 5.220 -0.785
C -9.315 3.808 -1.076 -0.772
C 3.549 -1.310 2.029 -0.092
C -0.695 -5.275 2.958 -0.105
C 6.441 1.976 -1.637 0.750
C 2.206 -3.477 -2.883 1.040
C 3.914 -0.193 1.220 0.505
C -2.048 -7.031 3.969 -0.687
C 4.593 2.654 5.460 -0.728
C 3.384 0.039 -0.236 0.261
C -3.432 3.632 -1.114 -0.042
C 1.462 -4.467 -1.906 0.561
C 3.693 -1.354 -3.115 -1.061
C 6.542 1.358 -2.968 -1.177
C -1.900 -2.841 -0.347 0.411
C 3.776 -2.484 4.381 -0.720
C -0.512 -2.874 -1.073 0.684
C 6.309 1.943 3.588 -0.818
C -2.691 4.922 -0.751 -0.769
C 4.833 0.870 1.681 0.014
C 4.555 -0.221 -2.540 0.441
C 5.369 0.830 3.023 0.593
C -2.294 -1.445 0.299 0.688
C 4.121 -1.352 3.394 1.016
C 5.197 2.010 0.674 -0.460
C -3.803 -1.026 0.108 0.377
C -1.165 -6.711 2.759 -0.745
C -10.251 4.907 -0.588 -0.591
B 5.902 -0.194 -4.929 0.493
H 3.251 -2.426 -1.221 0.559
H 7.275 -1.968 -5.385 0.313
H -5.418 5.185 -2.305 -0.169
H 0.171 -5.018 2.349 0.236
H -11.214 4.868 -1.099 0.350
H -4.544 2.954 -2.868 0.296
H -10.008 7.066 -0.360 0.345
H -9.560 2.824 -0.679 0.405
H -2.871 5.213 0.283 0.359
H 2.856 -2.095 1.673 -0.024
H -2.274 -8.096 4.034 0.369
H 2.285 -3.668 3.286 0.262
H -1.505 -4.567 2.777 0.132
H -1.708 -6.828 1.820 0.337
H 4.099 0.266 -5.502 0.359
H 7.332 1.754 -3.654 0.199
H -4.331 3.539 -0.500 0.115
H -9.518 6.432 -1.928 0.303
H 3.495 2.596 5.269 0.235
H 7.785 3.355 -2.054 0.278
H -2.945 3.621 -3.220 0.458
H -2.999 -6.499 3.877 0.291
H 4.379 -2.100 -3.612 0.501
H 3.077 -0.941 -3.965 0.324
H -9.281 3.775 -2.167 0.368
H 7.568 -0.502 -6.386 0.239
H -1.995 -6.198 5.988 0.360
H 4.462 -2.812 5.192 0.342
H 6.762 3.806 -0.846 0.266
H 8.079 -0.515 -4.596 0.333
H 6.792 2.506 2.757 0.309
H -7.978 6.343 0.687 0.397
H 4.987 2.380 6.471 0.288
H 5.599 4.097 4.188 0.334
H 1.820 -1.553 -2.038 0.156
H -10.432 4.795 0.484 0.296
H -7.374 6.627 -0.967 0.291
H -2.812 2.755 -0.922 0.090
H -4.470 5.444 -3.803 0.505
H -1.620 4.835 -0.931 0.401
H 7.046 1.438 4.268 0.504
H 1.659 -2.917 4.908 0.284
H -0.659 -7.325 5.627 0.352
H -0.306 -7.387 2.740 0.367
H 5.442 -0.303 4.910 0.331



Entry 3:
15
Properties=species:S:1:pos:R:3:mulliken_charge:R:1 method="wB97M-V/def2-TZVPD" homo_ev=-10.06 lumo_ev=0.5 smiles="CC(N)=O.CO" gap_ev=10.5845
O -0.206 -3.215 0.609 -0.584
O 1.400 2.612 0.776 -0.497
N 0.395 -1.112 0.097 -0.274
C 1.288 2.470 -0.636 -0.475
C -0.543 -2.082 0.347 0.561
C -1.975 -1.678 0.172 -0.855
H -2.350 -2.086 -0.756 0.253
H 0.428 1.844 -0.882 0.160
H 1.316 1.752 1.199 0.316
H 1.328 -1.286 0.439 0.202
H -2.558 -1.995 1.025 0.270
H 1.057 3.460 -1.008 0.237
H 2.230 2.136 -1.073 0.252
H 0.298 -0.217 -0.350 0.151
H -2.107 -0.602 0.041 0.283



We obtain max |F| values of 4.3; 2.9; 1.1 eV/Å for the records listed above, in that order.
We obtain molecular weight values of 189.33; 1137.80; 91.11 g mol⁻¹ for the records listed above, in that order.